DFT (ωB97M-V/def2-TZVPD) results for a molecular structure, C21H13I2N3OPt in a non-equilibrium geometry.

Calculated values
**Electronic energy**: -1761.5114 hartree
**Total charge**: +2
**Orbital gap (spin up / spin down)**: 0.2636 / 0.1853 Eh
**Energy relative to the best compared isomer or geometry (same formula, charge and spin)**: 0.00 kJ/mol
**Multiplicity**: 5
**HOMO level (spin up / spin down)**: -14.38 / -14.56 eV

The geometry in XYZ format:
```
41
Properties=species:S:1:pos:R:3:mulliken_spin:R:1
Pt 0.450 -0.730 0.245 1.76
I -4.119 -2.875 1.728 0.07
C -3.566 -2.138 -0.144 0.16
C -4.380 -2.231 -1.259 -0.08
C -3.985 -1.746 -2.499 0.23
I -5.317 -1.969 -4.103 0.10
C -2.698 -1.130 -2.660 0.02
C -2.187 -0.646 -3.879 0.04
C -0.928 -0.086 -3.918 0.02
C -0.181 0.005 -2.746 0.00
N -0.641 -0.453 -1.592 0.13
C -1.867 -1.024 -1.527 0.06
C -2.278 -1.534 -0.229 0.17
O -1.526 -1.454 0.781 0.33
H -5.350 -2.703 -1.157 0.00
H -2.780 -0.713 -4.783 0.01
H -0.513 0.277 -4.848 0.00
H 0.799 0.459 -2.746 0.00
C -0.871 4.451 1.975 0.03
C -1.391 3.337 1.322 -0.02
C -0.611 2.214 1.177 0.02
C 0.702 2.203 1.668 0.04
C 1.231 3.328 2.319 0.04
C 0.430 4.440 2.469 0.00
N 1.395 1.037 1.488 0.28
N 2.565 0.791 1.760 0.10
C 3.084 -0.446 1.466 0.07
C 4.393 -0.753 1.850 -0.03
C 4.926 -1.991 1.525 0.08
C 4.164 -2.935 0.850 -0.05
C 2.848 -2.648 0.491 0.04
C 2.307 -1.404 0.759 0.36
H -1.492 5.331 2.099 0.00
H -2.405 3.350 0.936 0.00
H -1.001 1.325 0.693 -0.01
H 2.243 3.300 2.699 0.00
H 0.818 5.312 2.976 0.00
H 4.958 -0.018 2.409 0.00
H 5.940 -2.231 1.814 0.00
H 4.578 -3.899 0.600 0.00
H 2.253 -3.402 -0.009 0.01
```

***

DFT (ωB97M-V/def2-TZVPD) results for a molecular structure, C17H16IrN3O5.

Calculated values
**Electronic energy**: -1301.9604 hartree
**Total charge**: +1
**Orbital gap (spin up / spin down)**: 0.2598 / 0.1979 Eh
**Energy relative to the best compared isomer or geometry (same formula, charge and spin)**: 0.00 kJ/mol
**Multiplicity**: 2
**HOMO level (spin up / spin down)**: -11.45 / -11.43 eV

The geometry in XYZ format:
```
42
Properties=species:S:1:pos:R:3:mulliken_spin:R:1
Ir 0.351 0.026 -0.317 0.03
C -0.716 -4.321 -0.397 -0.01
O -2.137 -4.086 -0.319 0.14
C -2.705 -2.961 0.042 0.23
C -4.060 -3.067 0.404 -0.05
C -4.728 -1.974 0.866 0.11
C -4.065 -0.729 0.983 0.13
C -2.758 -0.544 0.602 0.01
C -2.229 0.799 0.790 0.00
N -1.039 1.161 0.490 0.00
N -0.645 2.455 0.766 0.00
C 0.581 2.661 0.371 0.00
O 1.320 1.732 -0.216 0.00
C 1.194 3.984 0.555 0.00
C 2.519 4.193 0.176 0.00
C 3.098 5.438 0.352 0.00
C 2.361 6.475 0.905 0.00
C 1.040 6.269 1.284 0.00
C 0.455 5.028 1.111 0.00
C -2.031 -1.666 0.045 0.18
O -0.875 -1.619 -0.484 0.22
H -0.626 -5.401 -0.414 0.00
H -0.219 -3.915 0.483 0.01
H -0.317 -3.889 -1.310 0.01
H -4.523 -4.041 0.334 0.00
H -5.762 -2.053 1.170 0.00
H -4.614 0.114 1.382 0.01
H -2.875 1.547 1.237 0.00
H 3.088 3.380 -0.251 0.00
H 4.127 5.600 0.059 0.00
H 2.815 7.447 1.042 0.00
H 0.467 7.078 1.716 0.00
H -0.572 4.856 1.403 0.00
N 2.038 -1.028 -1.026 0.00
C 2.371 -2.083 -0.032 0.00
C 1.607 -1.909 1.275 0.00
O 1.742 -2.687 2.175 0.00
O 0.799 -0.855 1.360 0.00
H 1.926 -1.434 -1.949 0.00
H 2.795 -0.353 -1.097 0.00
H 3.434 -2.093 0.199 0.00
H 2.116 -3.060 -0.438 0.00
```

***

DFT (ωB97M-V/def2-TZVPD) results for 2 unconnected molecules or ions with the total composition C3H12N3 in a non-equilibrium geometry.

Calculated values
**Electronic energy**: -285.5060 hartree
**Total charge**: +1
**Orbital gap**: 0.3632 Eh
**Energy relative to the best compared isomer or geometry (same formula, charge and spin)**: 156.04 kJ/mol
**Multiplicity**: 1
**HOMO level**: -13.26 eV

The geometry in XYZ format:
```
18
Properties=species:S:1:pos:R:3:lowdin_charge:R:1
N -1.586 0.890 -0.436 0.03
C -2.298 0.107 -1.365 -0.33
N -2.008 -1.125 -1.475 0.08
H -1.815 0.586 0.503 0.09
H -1.590 1.882 -0.574 0.08
H -3.026 0.623 -1.990 0.12
H -2.718 -1.537 -2.080 0.06
C 1.775 1.067 0.636 0.00
N 1.406 -0.248 1.241 -0.04
C 0.927 -1.268 0.229 0.02
H 1.995 1.763 1.444 0.11
H 2.621 0.923 -0.025 0.11
H 0.921 1.476 0.104 0.08
H 0.702 -0.120 1.972 0.18
H 2.238 -0.603 1.709 0.17
H -0.025 -0.901 -0.150 0.04
H 0.759 -2.193 0.768 0.11
H 1.722 -1.322 -0.507 0.11
```

***

DFT (ωB97M-V/def2-TZVPD) results for a single C4H10N4O molecule in a non-equilibrium geometry.

Calculated values
**Electronic energy**: -452.4714 hartree
**Orbital gap**: 0.3250 Eh
**Energy relative to the best compared isomer or geometry (same formula, charge and spin)**: 594.44 kJ/mol
**SMILES**: C=NN(N)N(O)C(=C)C
**Multiplicity**: 1
**HOMO level**: -7.91 eV

The geometry in XYZ format:
```
19
Properties=species:S:1:pos:R:3:lowdin_charge:R:1
C -0.665 1.793 1.573 -0.05
N 0.394 -0.199 0.556 -0.14
N 1.003 -0.863 -0.524 -0.27
C -0.576 0.805 0.430 -0.35
N 1.817 -0.015 -1.290 0.07
C -0.359 -2.572 -0.718 -0.01
C -1.439 0.959 -0.595 0.02
O 1.176 -0.209 1.707 0.01
N 0.216 -1.586 -1.324 -0.01
H 2.036 -0.457 1.320 0.11
H 2.100 -0.538 -2.117 0.08
H 1.221 0.729 -1.652 0.07
H -1.484 2.510 1.446 0.08
H -0.832 1.276 2.524 0.08
H 0.264 2.370 1.644 0.08
H -0.217 -2.810 0.352 0.09
H -1.034 -3.233 -1.283 0.07
H -2.171 1.759 -0.608 0.05
H -1.451 0.282 -1.440 0.03
```

***

DFT (ωB97M-V/def2-TZVPD) results for a molecular structure, C29H47Cl2OOsP in a non-equilibrium geometry.

Calculated values
**Electronic energy**: -2560.5538 hartree
**Orbital gap (spin up / spin down)**: 0.1573 / 0.1891 Eh
**Multiplicity**: 5
**HOMO level (spin up / spin down)**: -4.06 / -6.37 eV

The geometry in XYZ format:
```
81
Properties=species:S:1:pos:R:3:mulliken_spin:R:1
P -0.181 0.946 -1.486 0.25
C -1.809 0.253 -1.588 0.11
C -2.344 1.067 -2.770 0.08
C -3.780 0.617 -3.046 0.02
C -3.874 -0.917 -3.208 0.00
C -3.254 -1.732 -2.050 0.01
C -1.817 -1.280 -1.757 0.12
C 1.328 0.123 -1.932 0.05
C 1.231 0.470 -3.414 0.08
C 2.574 0.107 -4.045 0.04
C 2.937 -1.367 -3.767 0.00
C 2.866 -1.796 -2.283 0.01
C 1.534 -1.380 -1.635 0.11
C -0.038 2.692 -0.960 0.13
C -1.140 3.202 0.004 0.04
C -1.138 4.747 0.007 0.00
C 0.230 5.346 0.369 0.00
C 1.401 4.693 -0.381 0.00
C 1.323 3.150 -0.377 0.04
H -2.351 0.484 -0.647 -0.01
H -1.680 0.912 -3.638 -0.02
H -2.308 2.140 -2.527 0.00
H -4.123 1.112 -3.965 0.00
H -4.403 0.913 -2.181 0.00
H -4.928 -1.199 -3.295 0.00
H -3.383 -1.213 -4.149 0.00
H -3.846 -1.572 -1.129 0.00
H -3.237 -2.803 -2.310 0.00
H -1.421 -1.771 -0.849 -0.01
H -1.151 -1.557 -2.590 -0.01
H 2.156 0.659 -1.428 -0.01
H 3.347 0.753 -3.592 0.00
H 1.011 1.543 -3.519 0.00
H 0.395 -0.088 -3.867 -0.02
H 2.503 0.280 -5.125 0.00
H 3.957 -1.553 -4.124 0.00
H 2.270 -2.018 -4.351 0.00
H 2.991 -2.889 -2.194 0.00
H 3.671 -1.286 -1.717 0.00
H 1.538 -1.577 -0.549 -0.07
H 0.704 -1.971 -2.042 -0.01
H -0.188 3.012 -2.032 0.03
H -2.128 2.852 -0.309 0.01
H -0.985 2.798 1.025 -0.01
H -1.389 5.086 -1.013 0.00
H -1.918 5.125 0.684 0.00
H 0.394 5.244 1.448 0.00
H 0.218 6.424 0.160 0.00
H 2.362 5.023 0.041 0.00
H 1.366 5.033 -1.431 0.00
H 2.157 2.751 -0.960 0.01
H 1.453 2.756 0.650 -0.01
Os 0.268 -0.394 2.797 1.78
Cl 2.364 0.368 1.934 0.10
Cl -1.804 0.505 2.833 0.09
C -0.360 -1.957 1.703 0.64
H -1.404 -2.130 1.324 -0.01
C 0.422 -3.209 1.610 -0.16
C 1.810 -3.230 1.761 0.17
C 2.567 -4.415 1.731 -0.08
C 1.916 -5.641 1.579 0.17
C 0.531 -5.708 1.457 -0.09
C -0.240 -4.501 1.479 0.15
H 2.308 -2.236 1.912 0.01
H 3.642 -4.346 1.791 -0.01
H 0.006 -6.630 1.308 -0.01
H -1.323 -4.514 1.379 0.00
H 2.480 -6.535 1.544 0.02
C -0.165 1.207 5.621 0.01
C -1.053 -0.045 5.822 -0.02
C -0.391 -1.235 5.113 0.10
O 0.821 -0.702 4.496 0.09
C 0.760 0.893 4.412 0.07
H -0.756 2.138 5.442 0.00
H 0.465 1.373 6.541 0.00
H -2.030 0.104 5.340 0.01
H -1.187 -0.266 6.882 0.00
H 0.185 -1.940 5.725 0.00
H -1.077 -1.748 4.405 -0.02
H 0.311 1.324 3.380 0.04
H 1.830 1.124 4.519 -0.01
```

***

DFT (ωB97M-V/def2-TZVPD) results for a single C21H32N4O3 molecule.

Calculated values
**Electronic energy**: -1264.1332 hartree
**Orbital gap**: 0.3692 Eh
**Energy relative to the best compared isomer or geometry (same formula, charge and spin)**: 313.10 kJ/mol
**SMILES**: CCCCC/C=C/CC(=O)N1CC[C@@H]2C[C@]2(C(=O)NCc2nc(C)no2)CC1
**Multiplicity**: 1
**HOMO level**: -9.30 eV

The geometry in XYZ format:
```
60
Properties=species:S:1:pos:R:3:lowdin_charge:R:1
C -7.258 1.465 -2.162 -0.12
C -5.759 1.688 -2.314 -0.28
C -4.931 0.602 -1.640 -0.24
C -3.430 0.813 -1.789 -0.22
C -2.613 -0.281 -1.104 -0.21
C -1.120 -0.126 -1.249 -0.11
C -0.442 0.987 -0.998 -0.09
C 1.047 1.094 -1.164 -0.09
C 1.673 1.987 -0.099 -0.47
O 1.002 2.825 0.486 0.05
N 2.996 1.817 0.174 -0.05
C 3.634 2.707 1.146 -0.13
C 4.703 1.984 1.959 -0.14
C 4.167 0.745 2.625 -0.19
C 4.968 -0.523 2.690 -0.02
C 3.769 -0.460 1.798 -0.30
C 2.544 -1.189 2.297 -0.44
O 2.570 -2.255 2.878 0.10
N 1.372 -0.552 2.007 0.10
C 0.106 -1.206 2.189 -0.07
C -0.213 -2.182 1.098 -0.35
N -1.315 -2.833 0.929 0.21
C -1.048 -3.563 -0.207 -0.42
C -2.028 -4.493 -0.823 -0.01
N 0.138 -3.371 -0.699 0.15
O 0.710 -2.444 0.179 0.01
C 3.902 -0.515 0.272 -0.06
C 3.848 0.832 -0.474 -0.13
H -7.834 2.252 -2.650 0.07
H -7.558 0.512 -2.601 0.07
H -7.544 1.447 -1.108 0.07
H -5.499 1.731 -3.377 0.11
H -5.486 2.661 -1.894 0.11
H -5.188 0.559 -0.575 0.12
H -5.204 -0.373 -2.058 0.12
H -3.166 0.848 -2.851 0.12
H -3.158 1.788 -1.375 0.11
H -2.877 -0.319 -0.042 0.11
H -2.908 -1.252 -1.512 0.10
H -0.568 -1.003 -1.579 0.10
H -0.942 1.890 -0.665 0.11
H 1.489 0.097 -1.176 0.10
H 1.287 1.558 -2.129 0.14
H 4.070 3.569 0.629 0.13
H 2.848 3.086 1.796 0.12
H 5.562 1.728 1.335 0.11
H 5.080 2.676 2.714 0.12
H 3.519 0.936 3.475 0.15
H 5.938 -0.521 2.207 0.12
H 4.892 -1.145 3.571 0.11
H 1.407 0.349 1.562 0.12
H 0.103 -1.749 3.135 0.14
H -0.690 -0.464 2.222 0.14
H -1.616 -4.928 -1.730 0.08
H -2.275 -5.289 -0.121 0.08
H -2.949 -3.960 -1.057 0.08
H 4.825 -1.030 -0.001 0.12
H 3.090 -1.145 -0.100 0.10
H 3.516 0.668 -1.497 0.12
H 4.843 1.268 -0.557 0.12
```

***

DFT (ωB97M-V/def2-TZVPD) results for 2 unconnected molecules or ions with the total composition H2NO3S in a non-equilibrium geometry.

Calculated values
**Electronic energy**: -679.8154 hartree
**Total charge**: -1
**Orbital gap**: 0.2944 Eh
**Energy relative to the best compared isomer or geometry (same formula, charge and spin)**: 342.43 kJ/mol
**Multiplicity**: 1
**HOMO level**: -3.97 eV

The geometry in XYZ format:
```
7
Properties=species:S:1:pos:R:3:lowdin_charge:R:1
N -0.370 0.476 0.747 -0.15
O -0.167 1.692 -1.454 -0.56
O 0.666 -0.643 -1.325 -0.57
O 0.627 -0.932 1.414 -0.23
S -0.461 0.296 -1.073 0.56
H -1.256 0.223 1.174 -0.01
H 0.961 -1.111 0.517 -0.05
```

***

DFT (ωB97M-V/def2-TZVPD) results for a molecular structure, C35H46BGe2N4PdS2 in a non-equilibrium geometry.

Calculated values
**Electronic energy**: -6683.3017 hartree
**Total charge**: -1
**Orbital gap (spin up / spin down)**: 0.2264 / 0.2414 Eh
**Energy relative to the best compared isomer or geometry (same formula, charge and spin)**: 35.16 kJ/mol
**Multiplicity**: 3
**HOMO level (spin up / spin down)**: -3.41 / -4.30 eV

The geometry in XYZ format:
```
91
Properties=species:S:1:pos:R:3:mulliken_spin:R:1
Pd 0.456 0.376 0.329 0.61
C 0.073 -4.043 -0.211 -0.02
N 0.605 -3.675 1.080 0.00
C 0.403 -4.328 2.273 0.00
C 1.057 -3.615 3.214 0.00
N 1.673 -2.541 2.615 0.01
B 2.424 -1.479 3.513 0.00
N 3.064 -0.393 2.624 0.01
C 4.332 -0.489 2.104 0.00
C 4.548 0.564 1.293 0.01
N 3.390 1.315 1.299 0.01
C 3.211 2.571 0.614 0.00
C 2.459 0.692 2.092 0.03
S 0.945 1.365 2.518 -0.01
C 1.407 -2.589 1.294 -0.01
S 2.016 -1.682 -0.016 0.15
H -0.744 -4.749 -0.073 0.00
H 0.850 -4.495 -0.830 0.00
H -0.283 -3.145 -0.718 0.03
H -0.195 -5.219 2.348 0.00
H 1.140 -3.775 4.275 0.00
H 3.319 -2.057 4.088 0.00
H 1.623 -0.984 4.257 0.00
H 4.972 -1.315 2.357 0.00
H 5.400 0.842 0.699 0.00
H 3.790 2.574 -0.308 0.00
H 3.523 3.407 1.244 0.00
H 2.161 2.695 0.387 0.00
C -2.886 -1.059 4.175 0.00
C -3.639 0.252 3.965 0.00
C -3.959 0.556 2.499 -0.01
C -2.709 0.729 1.621 0.08
Ge -2.040 -0.850 0.586 -0.22
C -3.616 -1.860 -0.160 0.02
C -4.478 -2.792 0.704 0.00
C -3.946 -4.228 0.839 0.00
C -3.089 -4.441 2.086 -0.01
H -2.627 -1.193 5.227 0.00
H -1.958 -1.062 3.605 0.00
H -3.491 -1.911 3.858 0.00
H -3.038 1.075 4.362 0.00
H -4.576 0.229 4.531 0.00
H -4.543 1.481 2.472 0.00
H -4.603 -0.231 2.092 0.00
H -1.880 1.106 2.222 0.02
H -2.908 1.485 0.854 -0.01
H -1.301 -1.830 1.527 0.03
H -3.242 -2.405 -1.032 0.01
H -4.261 -1.072 -0.569 0.00
H -5.478 -2.844 0.259 0.00
H -4.606 -2.372 1.707 0.00
H -3.365 -4.476 -0.054 0.00
H -4.792 -4.920 0.883 0.00
H -2.280 -3.711 2.129 0.00
H -2.653 -5.443 2.098 0.00
H -3.696 -4.324 2.986 0.00
C -0.958 -0.400 -0.919 1.09
Ge -0.724 1.140 -1.977 -0.04
C 0.694 0.600 -3.259 0.02
C 1.998 0.530 -2.770 0.02
C 3.044 0.079 -3.561 0.00
C 2.798 -0.315 -4.870 0.00
C 1.507 -0.264 -5.371 0.00
C 0.466 0.191 -4.570 0.00
C -2.200 1.990 -3.024 -0.01
C -3.489 2.097 -2.509 0.04
C -4.455 2.862 -3.149 0.01
C -4.143 3.533 -4.323 0.00
C -2.863 3.434 -4.851 0.00
C -1.900 2.675 -4.200 0.00
C -0.040 2.912 -1.310 0.04
C 0.845 3.643 -2.101 0.03
C 1.237 4.923 -1.733 0.00
C 0.736 5.500 -0.574 0.00
C -0.150 4.786 0.219 0.00
C -0.534 3.503 -0.147 0.05
H 2.186 0.820 -1.742 0.00
H 4.045 0.017 -3.150 0.00
H 3.611 -0.668 -5.493 0.00
H 1.308 -0.590 -6.386 0.00
H -0.545 0.218 -4.966 0.00
H -3.738 1.572 -1.591 0.00
H -5.453 2.939 -2.732 0.00
H -4.892 4.138 -4.819 0.00
H -2.615 3.953 -5.770 0.00
H -0.895 2.618 -4.604 0.00
H 1.239 3.199 -3.008 0.00
H 1.939 5.470 -2.353 0.00
H 1.030 6.505 -0.296 0.00
H -0.538 5.226 1.130 0.00
H -1.217 2.949 0.484 -0.01
```